ORCA calculation (ωB97M-V with the def2-TZVPD basis set) on a molecular structure, C23H29F5FeNO2P2S in a non-equilibrium geometry.

HOMO-LUMO gap (alpha / beta) ... 2.56 / 5.36 eV
Spin multiplicity ... 6
Energy relative to the best compared isomer or geometry (same formula, charge and spin) ... 307.1 kJ/mol

CARTESIAN COORDINATES (ANGSTROEM)
1 Fe 0.064 -0.019 -0.301
2 S 0.224 1.628 1.219
3 P 2.290 -0.075 -0.493
4 P -2.107 -0.191 -0.753
5 F -1.462 3.321 2.912
6 F -1.467 3.498 5.635
7 F 0.045 1.754 7.126
8 F 1.547 -0.177 5.874
9 F 1.639 -0.305 3.187
10 O 0.575 -1.201 -3.757
11 O -1.783 -0.794 -4.288
12 N 0.129 1.360 -1.738
13 C -1.023 2.727 -3.343
14 C 3.456 -0.127 0.870
15 C 1.292 1.965 -2.065
16 C 0.161 3.390 -3.646
17 C -2.158 0.740 -2.318
18 C 0.283 -2.882 0.309
19 C 0.878 0.667 3.756
20 C 0.141 1.556 2.948
21 C 0.060 1.680 5.782
22 C -0.671 2.491 3.634
23 C 2.543 1.554 -1.326
24 C -0.777 -2.626 2.882
25 C 1.338 2.983 -3.016
26 C -2.935 -1.742 -1.171
27 C -0.259 -1.654 0.721
28 C -0.844 -1.554 1.986
29 C 0.840 0.715 5.140
30 C 0.373 -3.947 1.218
31 C -0.704 2.567 5.017
32 C -3.181 0.578 0.494
33 C 2.947 -1.250 -1.702
34 C -1.007 1.660 -2.443
35 C -0.149 -3.815 2.507
36 H 3.962 -0.932 -1.970
37 H 2.970 -2.244 -1.239
38 H 0.177 4.194 -4.373
39 H 0.536 -1.032 -1.507
40 H 2.304 3.433 -3.234
41 H -2.062 -0.348 -5.093
42 H -0.080 -4.641 3.223
43 H 0.777 -2.101 -4.069
44 H -1.355 -0.637 2.284
45 H 3.389 -1.120 1.330
46 H -0.456 -0.997 -4.113
47 H -1.222 -2.514 3.876
48 H -3.401 -0.143 1.292
49 H 4.475 0.041 0.495
50 H -0.212 -0.973 -1.941
51 H 3.196 0.631 1.617
52 H 2.801 2.297 -0.554
53 H -3.123 1.234 -2.466
54 H -2.721 -2.492 -0.403
55 H -4.121 0.881 0.015
56 H -2.699 1.451 0.952
57 H -2.054 -0.086 -3.372
58 H -4.018 -1.561 -1.225
59 H 3.400 1.461 -2.009
60 H -2.564 -2.082 -2.146
61 H 0.849 -4.880 0.910
62 H 2.295 -1.269 -2.594
63 H -1.968 2.974 -3.824
64 H 0.625 -3.019 -0.720